Entry from the Open Molecules 2025 dataset: the molecule C7H12 at a distorted geometry (ωB97M-V with the def2-TZVPD basis set).

Bonds (Å) are listed after each position.
CARTESIAN COORDINATES (ANGSTROEM)
1 C -2.575 0.162 0.034  C2 1.525, H8 1.102, H9 1.097, H10 1.093
2 C -1.176 -0.446 0.063  C1 1.525, C3 1.550, C7 1.570, H11 1.089
3 C -0.240 0.159 -1.014  C2 1.550, C4 1.511, H12 1.098, H13 1.100
4 C 0.878 0.076 0.000  C3 1.511, C5 1.495, C6 1.481, C7 1.522
5 C 2.075 -0.793 -0.215  C4 1.495, C6 1.511, H14 1.089, H15 1.087
6 C 2.222 0.698 -0.019  C4 1.481, C5 1.511, H16 1.086, H17 1.086
7 C -0.113 -0.055 1.149  C2 1.570, C4 1.522, H18 1.093, H19 1.101
8 H -3.037 0.099 -0.965  C1 1.102
9 H -2.491 1.233 0.255  C1 1.097
10 H -3.272 -0.290 0.743  C1 1.093
11 H -1.149 -1.530 0.161  C2 1.089
12 H -0.086 -0.308 -1.996  C3 1.098
13 H -0.538 1.206 -1.176  C3 1.100
14 H 2.223 -1.186 -1.219  C5 1.089
15 H 2.394 -1.464 0.579  C5 1.087
16 H 2.474 1.316 -0.875  C6 1.086
17 H 2.605 1.046 0.935  C6 1.086
18 H -0.369 0.878 1.658  C7 1.093
19 H 0.176 -0.802 1.905  C7 1.101

Lowest unoccupied orbital energy = 0.043 Ha
ΔE to the lowest compared entry with this formula, charge and spin = 139.9 kJ/mol
E_tot = -273.85527 Eh
F_max = 1.0 eV/A